(1)
6
Properties=species:S:1:pos:R:3:nbo_charge:R:1 method="wB97M-V/def2-TZVPD" de_lowest_ev=5.813 max_force_ev_per_a=10.765 total_charge=0 lumo_energy_ev=0.06 smiles=Clc1coo1 multiplicity=1 orbital_gap_ev=8.7
C -0.792 0.284 0.211 0.03
C 0.680 0.110 -0.374 0.04
O -0.837 -1.092 0.090 -0.17
O 0.532 -1.272 -0.187 -0.19
Cl 1.992 1.062 0.010 0.08
H -1.575 0.907 0.250 0.20



(2)
21
Properties=species:S:1:pos:R:3:nbo_charge:R:1 method="wB97M-V/def2-TZVPD" de_lowest_ev=4.683 max_force_ev_per_a=0.363 total_charge=0 lumo_energy_ev="-0.33 / -0.35" multiplicity=1 orbital_gap_ev="7.0 / 7.0"
C -2.425 0.038 -1.179 -0.61
C -1.102 -0.437 -0.579 -0.23
C -1.028 -0.497 0.938 -0.72
C 0.088 0.458 -0.883 -0.50
C 1.254 -0.118 -0.136 0.28
C 2.383 0.793 0.211 -0.70
O 1.369 -1.122 1.814 -0.95
H -3.242 -0.613 -0.846 0.21
H -2.414 0.028 -2.276 0.20
H -2.659 1.058 -0.849 0.20
H -0.878 -1.435 -0.987 0.19
H -1.732 -1.212 1.386 0.20
H -1.227 0.498 1.365 0.18
H 0.311 -0.932 1.528 0.44
H -0.117 1.484 -0.548 0.21
H 0.378 0.518 -1.949 0.23
H 1.503 -1.140 -0.404 0.20
H 2.061 1.539 0.946 0.23
H 2.663 1.353 -0.694 0.23
H 3.247 0.254 0.600 0.24
H 1.565 -0.514 2.545 0.46



(3)
41
Properties=species:S:1:pos:R:3:nbo_charge:R:1 method="wB97M-V/def2-TZVPD" de_lowest_ev=1.175 max_force_ev_per_a=1.103 total_charge=0 lumo_energy_ev=0.75 smiles="Nc1cc(S(=O)(=O)Nc2ccccc2Cl)ccc1N1CCCC1" multiplicity=1 orbital_gap_ev=8.7
N -2.794 -0.945 -2.296 -0.81
C -2.163 -0.363 -1.212 0.14
C -0.909 0.217 -1.345 -0.24
C -0.300 0.805 -0.255 -0.31
C -0.909 0.840 0.979 -0.20
C -2.169 0.279 1.119 -0.26
C -2.818 -0.315 0.043 0.20
N -4.077 -0.932 0.119 -0.47
C -4.645 -1.231 1.422 -0.22
H -3.870 -1.448 2.154 0.21
H -5.255 -2.132 1.298 0.20
C -5.550 -0.040 1.801 -0.43
H -6.483 -0.388 2.240 0.21
H -5.061 0.613 2.522 0.21
C -5.781 0.689 0.467 -0.43
H -6.835 0.872 0.268 0.21
H -5.258 1.645 0.458 0.21
C -5.158 -0.248 -0.582 -0.23
H -4.789 0.282 -1.457 0.23
H -5.889 -1.000 -0.897 0.19
H -2.649 0.320 2.084 0.22
H -0.408 1.304 1.813 0.23
S 1.294 1.561 -0.468 2.30
O 1.157 2.974 -0.256 -0.94
O 1.924 1.110 -1.672 -0.93
N 2.208 1.040 0.887 -0.87
C 3.285 0.176 0.712 0.21
C 4.570 0.527 1.122 -0.26
C 5.633 -0.340 0.950 -0.19
C 5.436 -1.573 0.352 -0.22
C 4.166 -1.944 -0.052 -0.21
C 3.101 -1.081 0.138 -0.09
Cl 1.518 -1.578 -0.315 0.03
H 3.989 -2.906 -0.508 0.23
H 6.265 -2.247 0.204 0.22
H 6.619 -0.045 1.275 0.22
H 4.724 1.495 1.577 0.21
H 2.443 1.863 1.424 0.41
H -0.382 0.189 -2.286 0.24
H -3.449 -1.672 -2.046 0.39
H -2.181 -1.184 -3.060 0.38



(4)
88
Properties=species:S:1:pos:R:3:mulliken_spin:R:1 method="wB97M-V/def2-TZVPD" de_lowest_ev=2.528 max_force_ev_per_a=1.773 total_charge=+1 lumo_energy_ev="-3.27 / -6.39" s_squared=3.803 multiplicity=4 orbital_gap_ev="5.6 / 4.8"
W -0.276 -0.971 -0.736 0.71
O 0.388 0.598 -1.520 0.03
N -2.225 0.052 -1.255 0.08
C -2.633 1.293 -1.179 0.00
C -3.993 1.591 -0.952 0.10
C -4.887 0.558 -0.784 -0.04
C -4.439 -0.767 -0.868 0.08
C -3.094 -0.961 -1.093 -0.02
S -2.287 -2.497 -1.190 0.78
H -1.879 2.060 -1.314 0.00
H -4.306 2.625 -0.903 0.00
H -5.933 0.761 -0.589 0.00
H -5.106 -1.609 -0.741 0.00
Se 2.724 -3.073 -2.190 0.24
N 3.085 -4.294 -0.918 0.36
C 2.270 -4.085 0.129 0.00
C 2.153 -4.783 1.338 0.20
C 1.151 -4.390 2.237 -0.07
C 0.269 -3.363 1.938 0.19
N 0.373 -2.689 0.777 0.01
C 1.376 -2.996 -0.024 0.00
N 1.470 -2.204 -1.083 0.11
H 2.814 -5.609 1.562 0.00
H 1.036 -4.909 3.179 0.00
H -0.546 -3.094 2.598 0.03
O -0.402 -1.310 -2.688 0.01
As 0.714 0.023 -3.357 0.04
C 0.835 -1.140 -4.948 -0.02
C 1.987 -1.788 -5.390 0.03
C 1.967 -2.670 -6.465 0.00
C 0.780 -2.941 -7.120 0.00
C -0.388 -2.317 -6.694 0.00
C -0.356 -1.441 -5.626 0.00
C -0.229 1.487 -4.132 0.01
C 0.452 2.608 -4.589 -0.01
C -0.249 3.672 -5.141 0.00
C -1.631 3.629 -5.234 0.00
C -2.318 2.514 -4.773 0.00
C -1.620 1.452 -4.219 0.01
C 2.575 0.423 -3.181 0.01
C 3.277 0.703 -4.354 0.00
C 4.624 1.027 -4.305 0.00
C 5.286 1.054 -3.086 0.00
C 4.590 0.795 -1.914 0.00
C 3.237 0.497 -1.957 0.00
H 2.939 -1.616 -4.902 0.01
H 2.886 -3.140 -6.790 0.00
H 0.758 -3.638 -7.948 0.00
H -1.324 -2.518 -7.200 0.00
H -1.286 -0.985 -5.318 0.00
H 1.528 2.673 -4.514 0.00
H 0.292 4.538 -5.498 0.00
H -2.171 4.459 -5.670 0.00
H -3.396 2.467 -4.856 0.00
H -2.163 0.581 -3.878 -0.01
H 2.782 0.668 -5.316 0.00
H 5.154 1.249 -5.221 0.00
H 6.344 1.283 -3.051 0.00
H 5.101 0.829 -0.961 0.00
H 2.703 0.336 -1.034 0.00
C 1.326 0.798 9.976 0.00
C 0.290 0.930 8.893 0.00
C -0.419 2.120 8.734 0.00
C -1.359 2.267 7.731 0.00
C -1.602 1.202 6.867 0.00
C -0.919 -0.001 7.015 0.00
C 0.021 -0.125 8.026 0.00
S -2.734 1.405 5.549 0.00
O -3.202 0.102 5.170 0.00
O -3.614 2.480 5.885 0.00
N -1.882 1.947 4.260 0.00
C -0.971 1.064 3.548 0.00
C -1.035 1.370 2.036 0.03
C -0.599 0.156 1.301 0.05
O 0.603 -0.042 0.990 0.03
O -1.410 -0.819 1.051 0.03
H 0.991 1.270 10.900 0.00
H 2.256 1.288 9.678 0.00
H 1.552 -0.246 10.185 0.00
H -0.236 2.942 9.416 0.00
H -1.923 3.184 7.626 0.00
H -1.148 -0.835 6.366 0.00
H 0.547 -1.063 8.152 0.00
H -1.593 2.911 4.369 0.00
H -1.319 0.046 3.718 0.00
H 0.056 1.141 3.911 0.00
H -0.391 2.204 1.762 0.00
H -2.071 1.597 1.792 0.00